(1)
Entry from the OMol25 dataset: a 3-piece molecular cluster, C5H10 overall (the ωB97M-V functional and the def2-TZVPD basis).

```
15
Properties=species:S:1:pos:R:3:forces:R:3
C 2.0653 -0.0999 0.8014 0.4541 -0.1912 0.0346
C 1.5195 -1.0630 0.0906 0.1640 -0.3519 0.3682
C -1.3645 -0.6558 -0.8112 -0.3698 0.4384 -0.9382
C -1.7389 0.5827 -0.8902 -0.1618 -0.5771 -0.9852
C -1.7801 -0.0096 0.4471 -0.0886 -0.0437 1.0389
H 1.6879 0.2399 1.7474 -0.3373 0.0551 0.2022
H 2.9969 0.3216 0.4951 0.4518 0.4564 -0.2282
H 0.8321 1.7497 -0.2104 -0.3711 0.3433 -0.2213
H 1.9676 -1.4647 -0.7996 0.1288 0.1091 -0.3232
H 0.6597 -1.5707 0.4591 -0.6409 -0.2590 0.0878
H -1.2309 -1.5781 -1.3424 0.2729 -0.0598 0.0787
H -2.1071 1.3768 -1.5039 0.1468 0.2411 -0.1088
H 0.2703 2.1485 -0.5214 0.3763 -0.1234 0.2031
H -1.0461 0.3036 1.1686 0.3817 -0.0028 0.4212
H -2.7316 -0.2809 0.8698 -0.4071 -0.0344 0.3700
```
Positions in Å, forces in eV/Å.

Values from the calculation:
* relative energy (zero: lowest compared OMol25 entry of this formula, charge and spin): 483.1 kJ/mol
* LUMO energy: 1.381 eV
* multiplicity: 1
* SMILES: C1=CC1.[H][H].C=C

Löwdin population analysis, charges in e, atoms 1 to 5: C -0.11; C -0.09; C -0.09; C -0.11; C -0.19

(2)
Entry from the OMol25 dataset: C5H10 as an isolated structure (the ωB97M-V functional and the def2-TZVPD basis).

```
15
Properties=species:S:1:pos:R:3:forces:R:3
C -1.1231 -1.3652 -0.5640 -0.1930 1.3434 0.4898
C -0.2813 -0.1055 -0.5743 2.8305 0.1231 -1.3869
C 1.1125 -0.3053 -0.3083 2.5034 -0.8991 3.4180
C 1.9119 -0.9086 0.6110 0.2833 0.7218 -1.2092
C 1.3252 0.1096 -1.6302 -2.4826 -0.4420 -1.2638
H -2.1380 -0.9866 -0.4707 -0.3906 -0.6953 -0.1211
H -0.9802 -1.9909 -1.4463 -0.1293 0.2355 0.0297
H -0.8261 -1.9250 0.3241 -0.3397 -0.1127 -0.1196
H -0.4679 0.9606 -0.5322 -1.4431 -0.2873 -0.1029
H -2.7778 3.7603 3.5667 0.4606 -0.5443 0.1361
H 2.8625 -1.2915 0.2470 0.1979 0.5252 -0.0292
H 1.9029 -0.8381 1.6861 -1.1878 -0.6630 0.1873
H -3.2361 4.3023 3.4309 -0.4601 0.5436 -0.1367
H 1.6632 -0.5325 -2.4360 -0.2145 -0.1126 0.0546
H 1.0524 1.1163 -1.9039 0.5650 0.2637 0.0539
```
Positions in Å, forces in eV/Å.

Values from the calculation:
* relative energy (zero: lowest compared OMol25 entry of this formula, charge and spin): 482.7 kJ/mol
* LUMO energy: 1.055 eV
* multiplicity: 1

Löwdin population analysis, charges in e, atoms 1 to 5: C -0.07; C -0.12; C -0.48; C 0.04; C 0.04

(3)
Entry from the OMol25 dataset: a 2-piece molecular cluster, C5H10 overall (the ωB97M-V functional and the def2-TZVPD basis).

```
15
Properties=species:S:1:pos:R:3:forces:R:3
C 1.2031 -2.7199 -0.6853 -0.0114 0.2029 0.4761
C 2.1063 -1.9067 -1.2137 -0.5183 -0.3745 -0.2078
H 0.6387 -3.4820 -1.2093 0.2005 0.1102 -0.2581
H 0.9716 -2.6280 0.3676 -0.0369 -0.0790 0.1188
H 2.3207 -1.9573 -2.2720 0.2346 0.1212 -0.0314
H 2.5953 -1.1618 -0.6026 0.1141 0.0352 -0.0922
C -1.9191 0.6220 0.4215 -0.0579 -0.1448 0.0152
C -0.9261 1.5465 1.0686 -0.1982 0.1353 -0.1647
C -0.3514 2.6041 0.5061 -0.3506 -0.1068 0.5497
H -2.7242 1.1148 -0.1258 0.4148 0.3853 -0.2804
H -2.4848 0.0790 1.1798 0.4100 -0.3814 0.0201
H -1.3878 -0.0516 -0.2539 -0.3031 -0.2778 0.0551
H -0.6567 1.3003 2.0902 -0.2388 0.2452 0.1717
H 0.1314 3.3119 1.1707 0.5706 -0.1107 -0.3910
H -0.4469 2.8253 -0.5482 -0.2294 0.2397 0.0187
```
Positions in Å, forces in eV/Å.

Values from the calculation:
* relative energy (zero: lowest compared OMol25 entry of this formula, charge and spin): 198.4 kJ/mol
* LUMO energy: 1.162 eV
* multiplicity: 1
* SMILES: C=CC.C=C

Löwdin population analysis, charges in e, atoms 1 to 5: C -0.09; C -0.08; H 0.04; H 0.04; H 0.04